Computed, not measured: C27H47KN7O2P as an isolated structure in a non-equilibrium geometry, with ωB97M-V/def2-TZVPD.

Summary:
- net charge = 0
- maximum force (eV/A) = 1.29
- HOMO (eV) = -6.16
- orbital gap (Eh) = 0.2368
- energy above the lowest of the compared OMol25 structures with the same formula, charge and spin (kJ/mol) = 18.5
- lowest unoccupied orbital energy (eV) = 0.282

Geometry (Å):
C  -0.6254  -3.7042  2.4472
C  -4.2954  -0.9871  1.0572
H  -3.0205  -5.6687  4.8901
H  2.6218  -2.4448  2.5135
C  -2.6096  -2.2172  1.8465
H  2.6015  2.8735  -1.8599
H  2.5728  5.5072  -2.4739
H  -2.8261  -1.7932  -2.8372
C  1.7686  3.5741  -1.8673
C  -2.3647  -5.1455  4.2086
H  3.2286  -4.2791  -1.6483
N  -1.3014  0.9549  -2.0351
C  -3.3301  0.3246  -3.0020
C  3.0153  -1.5880  -2.1170
C  -3.1045  -0.4399  0.7132
H  3.9162  -1.9462  -2.6441
O  0.9658  0.8093  -0.8232
H  -1.2849  2.7884  3.3008
C  0.4941  5.1471  -3.0989
K  0.6149  -1.1440  0.5224
C  -2.8178  -4.0595  3.4870
H  -1.1239  -1.0925  -1.4134
C  -1.1401  -0.5013  -2.3308
N  3.0873  -0.5510  1.6860
H  2.5156  1.0841  2.8559
H  2.1232  -4.2047  -0.2392
C  -2.3812  1.5004  -2.8681
C  3.0414  -1.4822  2.8063
O  0.1701  -3.0494  1.7003
H  -5.3164  -0.7034  0.8711
H  -1.5022  4.6555  1.7233
H  0.5840  2.7163  1.7745
C  3.2877  0.8132  2.1334
H  2.3806  -1.0814  3.5759
H  -3.8422  -3.7436  3.6583
H  -1.7690  4.2360  -0.6003
C  2.4109  -3.7146  -1.1702
H  4.8408  -2.4990  -0.5092
C  -1.8819  3.3592  0.0439
H  4.2676  0.9651  2.6172
H  1.6446  3.9645  -0.8487
P  -0.0720  1.7737  -1.2822
H  4.1480  -0.1136  -0.0417
C  -2.0846  3.7573  1.5036
C  4.1028  -0.9121  0.7024
C  -2.3800  -0.8564  -3.1690
H  2.3804  4.3429  -3.7842
H  -2.0179  1.8124  -3.8539
H  -0.2161  -0.6822  -2.8817
H  3.1091  -0.5230  -1.9095
H  2.1634  -1.7059  -2.7896
H  1.5501  -3.7425  -1.8410
C  -0.3042  2.1629  1.4548
N  -0.6686  2.5331  0.0665
H  -1.2858  3.9431  -2.7976
H  -2.9253  0.4480  0.1258
H  0.1365  5.7384  -2.2517
H  3.2064  1.4893  1.2799
H  -2.7417  2.7832  -0.3169
H  0.3556  5.7426  -4.0008
H  -2.2518  1.7384  2.2650
C  1.9326  4.7146  -2.8593
H  -4.6159  -2.7748  2.1621
N  -3.9689  -2.1060  1.7885
N  -2.0537  -1.2059  1.1857
N  0.5333  2.8988  -2.3220
C  -1.5317  2.5590  2.2642
C  -2.0032  -3.3450  2.5997
H  5.0963  -0.9371  1.1877
H  4.0353  -1.6398  3.2584
H  -2.1043  -0.9836  -4.2174
H  -0.3269  3.4443  -4.1847
C  -1.0276  -5.5292  4.0416
H  -3.1291  3.9701  1.7297
H  -2.8516  2.3623  -2.3962
C  3.9013  -2.2590  0.0205
C  -0.2667  3.8230  -3.1622
H  -0.6364  -6.3776  4.5931
H  3.7759  -3.0373  0.7752
C  -0.1917  -4.8378  3.2012
H  -0.0655  1.1041  1.5445
N  2.7686  -2.3332  -0.8954
H  0.8465  -5.1266  3.0821
H  -4.0235  0.4434  -3.8344
H  -3.9132  0.2112  -2.0865

Atoms 1-6, force components in eV/Å:
-0.082 0.106 0.046
-0.055 -0.114 0.199
0.007 -0.010 0.011
0.008 0.031 -0.062
0.225 -0.350 0.301
-0.014 -0.017 -0.025